<A>
{"formula": "C5H6O2", "method": "ωB97M-V/def2-TZVPD", "e_homo_ev": -8.2084, "orbital_gap_ev": 9.2, "elements": ["H", "C", "C", "H", "C", "H", "O", "H", "H", "C", "C", "H", "O"], "coordinates": [[0.1188, 1.8654, 1.9528], [0.2804, -1.3687, -0.2095], [-0.5031, 1.5497, 1.1039], [-1.4881, -0.2769, -1.3994], [1.2885, -0.6924, -1.1276], [-1.4510, 0.7075, 1.3434], [0.4244, -0.7245, 1.0826], [1.1096, -0.9388, -2.1950], [-0.7143, 2.3581, 0.4000], [-0.3783, 0.2301, 0.5364], [-0.9012, -0.4716, -0.5077], [0.2148, -2.4528, -0.1790], [1.9997, 0.2147, -0.8007]]}

***

<B>
{"formula": "C5H6O2", "method": "ωB97M-V/def2-TZVPD", "e_homo_ev": -10.3946, "orbital_gap_ev": 11.2, "elements": ["H", "C", "H", "H", "H", "C", "H", "O", "C", "C", "H", "O", "C"], "coordinates": [[-0.4932, -1.6065, -3.0391], [-1.9114, 0.4376, 0.8895], [2.4571, -0.1313, -0.0273], [0.4283, -1.0164, 1.0349], [1.5898, 1.3328, -0.5444], [0.3335, -0.1828, 0.3251], [-2.1840, -0.3645, 0.1799], [-0.6036, 0.7516, 0.8804], [1.6546, 0.5651, 0.2320], [-0.0600, -0.7128, -0.9920], [1.8642, 1.0413, 1.1942], [-2.6884, 1.0057, 1.6058], [-0.2878, -1.1962, -2.0726]]}

***

<C>
{"formula": "C5H6O2", "method": "ωB97M-V/def2-TZVPD", "e_homo_ev": -8.3666, "orbital_gap_ev": 9.0, "elements": ["H", "H", "C", "C", "H", "O", "C", "H", "C", "H", "H", "O", "C"], "coordinates": [[-1.0897, -0.2452, -1.7740], [-1.7458, -0.3371, 0.9851], [-0.4627, -0.4990, -0.9254], [-0.0897, 1.1565, 0.8460], [1.6223, 0.0358, -1.6258], [1.0986, 1.0768, 0.0721], [1.0828, -1.3833, 0.0645], [-0.2986, -1.6305, -0.9635], [-0.7473, -0.1892, 0.5714], [0.1627, 1.2673, 1.9090], [-0.6978, 2.0151, 0.5278], [0.1802, -1.1911, 1.0623], [0.9849, -0.0760, -0.7494]]}

***

<D>
{"formula": "C5H6O2", "method": "ωB97M-V/def2-TZVPD", "e_homo_ev": -10.3525, "orbital_gap_ev": 11.2, "elements": ["H", "O", "H", "C", "C", "H", "C", "H", "C", "H", "O", "H", "C"], "coordinates": [[1.9670, 1.1808, 0.1340], [0.3987, -0.7777, 1.2565], [-1.1821, -1.7425, -0.5319], [0.3001, -0.1461, -0.0530], [-0.8675, -0.7264, -0.7507], [1.3047, 1.0327, -1.5122], [-0.7942, -0.1914, 1.6319], [-1.5384, 1.3342, 0.0487], [1.5375, 0.4857, -0.5943], [2.2861, -0.2779, -0.8288], [-1.2860, -0.1824, 2.7148], [-1.0505, -0.3995, -1.7711], [-1.0662, 0.3875, 0.2776]]}

***

Preferred: <D>; penalty for the next structure: 0.0282 hartree.